Record 1
C9H14Si in the gas phase at a distorted geometry, computed with ωB97M-V/def2-TZVPD.

The geometry in XYZ format:
```
24
C9H14Si ωB97M-V/def2-TZVPD
C 2.389 2.958 0.026
C 1.946 1.849 0.185
Si 0.868 0.286 -0.066
C 0.741 -0.555 1.581
C 0.788 -0.762 2.784
C 1.416 -0.952 -1.347
C 2.151 -2.201 -0.726
C -1.190 1.001 -0.479
C -2.075 0.196 0.340
C -3.607 0.465 0.036
H 3.040 3.840 0.258
H 1.054 -1.067 3.685
H 0.645 -1.308 -2.053
H 2.268 -0.487 -1.940
H 2.595 -2.769 -1.535
H 2.994 -1.774 -0.155
H 1.534 -2.818 -0.159
H -1.134 2.077 -0.301
H -1.287 0.806 -1.515
H -1.636 0.313 1.304
H -1.730 -0.927 0.150
H -4.091 0.005 -0.796
H -4.140 0.297 0.916
H -3.539 1.528 -0.194
```

## Properties
HOMO energy: -9.0 eV
LUMO: 0.9 eV
SMILES: C#C[Si](C#C)(CC)CCC

=====

Record 2
A molecular structure, C31H47NO3P2STl at a distorted geometry, computed with ωB97M-V/def2-TZVPD.

The geometry in XYZ format:
```
86
C31H47NO3P2STl ωB97M-V/def2-TZVPD
Tl 0.082 0.021 1.200
C -0.230 -2.983 2.648
C 1.126 -3.100 2.229
C 1.037 -1.532 3.920
C -0.282 -2.027 3.709
C 1.910 -2.205 3.014
C -1.405 -3.653 2.051
H -1.150 -4.129 1.097
H -2.223 -2.937 1.872
H -1.803 -4.437 2.714
C -1.488 -1.606 4.452
H -2.404 -1.860 3.902
H -1.485 -0.524 4.652
H -1.537 -2.125 5.424
C 1.402 -0.471 4.881
H 1.372 -0.856 5.913
H 0.711 0.384 4.824
H 2.416 -0.095 4.698
C 3.365 -1.969 2.890
H 3.923 -2.482 3.689
H 3.601 -0.898 2.969
H 3.748 -2.344 1.934
C 1.634 -3.956 1.135
H 2.076 -4.886 1.522
H 2.416 -3.444 0.558
H 0.829 -4.243 0.449
C -1.601 0.304 -5.308
C -1.506 -1.030 -5.401
C -0.641 -1.788 -6.360
C 0.712 -1.132 -6.732
C 1.485 -0.568 -5.579
C 1.450 0.698 -5.134
C 0.497 1.774 -5.560
C -0.860 1.305 -6.144
H -1.199 -1.961 -7.296
H 0.562 -0.391 -7.529
H -0.433 -2.785 -5.942
H -0.724 0.964 -7.178
H -2.360 0.744 -4.646
H -2.207 -1.655 -4.831
H -1.500 2.201 -6.192
H 0.292 2.419 -4.690
H 2.231 1.034 -4.438
H 0.984 2.422 -6.307
H 1.331 -1.936 -7.163
H 2.193 -1.278 -5.131
P -0.767 -0.375 -1.292
P 2.158 0.897 -0.321
C 0.129 0.848 -2.324
C 1.231 1.720 -1.679
H -0.633 1.496 -2.783
H 0.569 0.254 -3.139
H 1.971 2.028 -2.438
H 0.794 2.644 -1.263
C 3.049 2.210 0.560
H 3.779 1.730 1.227
H 2.348 2.785 1.173
H 3.578 2.869 -0.140
C 3.522 -0.009 -1.114
H 4.045 0.639 -1.835
H 3.160 -0.918 -1.619
H 4.232 -0.305 -0.322
C -2.516 0.155 -1.339
H -3.114 -0.598 -0.802
H -2.891 0.242 -2.371
H -2.623 1.122 -0.827
C -0.771 -1.931 -2.240
H 0.212 -2.417 -2.188
H -1.021 -1.782 -3.298
H -1.522 -2.604 -1.804
O 1.844 3.095 4.424
S 0.713 3.727 3.752
O -0.443 3.962 4.971
N -0.011 2.596 2.802
C -1.280 2.238 2.852
O -1.712 1.296 2.070
C -2.218 2.773 3.818
C -3.549 2.319 3.839
C -4.388 2.746 4.864
C -3.905 3.560 5.903
C -2.580 3.968 5.905
C -1.753 3.606 4.835
H -3.872 1.584 3.091
H -5.422 2.415 4.865
H -4.560 3.877 6.699
H -2.131 4.556 6.705
```

## Properties
HOMO energy (alpha / beta): -9.9 / -9.8 eV
LUMO (alpha / beta): -5.0 / -4.0 eV
Charge: +1

=====

Record 3
7 unconnected molecules or ions with the total composition C9H30BF4O9 at a distorted geometry, computed with ωB97M-V/def2-TZVPD.

The geometry in XYZ format:
```
53
C9H30BF4O9 ωB97M-V/def2-TZVPD
B 0.396 0.561 -1.216
F 0.066 0.022 -2.403
F 1.746 0.906 -1.286
F -0.201 1.752 -0.998
F 0.084 -0.126 -0.097
O 1.820 3.461 -0.817
H 1.852 2.505 -0.856
H 0.939 3.684 -1.117
O 2.800 1.009 -4.170
H 3.593 1.435 -4.496
H 2.693 1.349 -3.282
C 1.803 -3.302 -0.320
C 0.308 -3.696 -0.224
O -0.591 -2.803 0.286
O 2.157 -1.959 -0.855
H 2.290 -4.005 -0.996
H 2.206 -3.428 0.685
H 0.158 -4.698 0.179
H -0.061 -3.868 -1.235
H -0.463 -2.028 -0.266
H 1.774 -1.213 -0.387
C 2.414 -1.118 2.824
C 3.756 -0.763 2.022
O 4.831 -0.303 2.850
O 2.548 -2.357 3.406
H 1.531 -1.113 2.186
H 2.108 -0.476 3.650
H 3.522 -0.046 1.235
H 4.033 -1.694 1.527
H 5.091 0.599 2.651
H 3.199 -2.363 4.111
C -3.155 0.567 -2.477
C -4.495 -0.255 -2.357
O -4.784 -1.142 -3.473
O -3.350 1.871 -2.935
H -2.506 0.200 -3.272
H -2.518 0.264 -1.646
H -5.371 0.371 -2.187
H -4.537 -0.909 -1.486
H -5.413 -1.805 -3.181
H -2.469 2.134 -3.213
C -2.660 1.205 1.767
C -1.829 2.453 2.077
C -0.535 2.034 2.724
O -1.535 3.087 0.865
H -2.118 0.377 1.309
H -3.386 1.373 0.972
H -3.280 0.743 2.536
H -2.439 3.195 2.593
H -0.688 1.859 3.789
H 0.174 2.856 2.621
H -0.245 1.112 2.220
H -1.259 2.487 0.168
```

## Properties
HOMO energy: -7.0 eV
LUMO: 2.8 eV
Charge: -1

=====

Record 4
12 unconnected molecules or ions with the total composition C37H103N5O16 at a distorted geometry, computed with ωB97M-V/def2-TZVPD.

The geometry in XYZ format:
```
161
C37H103N5O16 ωB97M-V/def2-TZVPD
C -12.618 -14.405 -6.864
O -13.841 -14.819 -7.436
C -13.875 -14.599 -8.861
C -15.135 -15.291 -9.500
C -15.310 -15.138 -10.949
N -16.321 -14.745 -8.806
H -11.787 -15.041 -7.169
H -12.737 -14.404 -5.781
H -12.356 -13.375 -7.106
H -13.870 -13.560 -9.193
H -12.977 -15.082 -9.246
H -15.089 -16.346 -9.227
H -14.394 -15.598 -11.320
H -15.417 -14.088 -11.223
H -16.177 -15.681 -11.323
H -15.989 -14.372 -7.929
H -16.774 -14.014 -9.335
C -16.777 -12.441 -3.513
O -17.261 -13.141 -2.411
C -17.088 -14.533 -2.492
C -17.713 -15.175 -1.168
C -17.431 -16.670 -1.159
N -19.129 -15.023 -1.143
H -16.881 -11.399 -3.211
H -17.303 -12.613 -4.452
H -15.705 -12.558 -3.677
H -17.556 -14.940 -3.388
H -16.037 -14.807 -2.576
H -17.294 -14.723 -0.269
H -17.775 -17.120 -2.090
H -17.978 -17.207 -0.384
H -16.372 -16.920 -1.228
H -19.558 -15.491 -0.358
H -19.369 -14.065 -0.932
C -14.174 -8.415 -7.871
O -15.515 -8.207 -7.362
C -16.576 -8.587 -8.275
C -16.544 -7.808 -9.621
C -16.701 -6.326 -9.548
N -17.651 -8.289 -10.466
H -13.927 -7.687 -8.644
H -13.894 -9.395 -8.258
H -13.475 -8.302 -7.042
H -16.655 -9.661 -8.441
H -17.484 -8.283 -7.754
H -15.599 -8.016 -10.122
H -15.852 -5.929 -8.992
H -17.550 -6.000 -8.947
H -16.869 -5.791 -10.483
H -18.446 -7.800 -10.080
H -17.542 -7.941 -11.408
C -22.043 -8.711 -3.588
O -22.395 -8.583 -2.158
C -23.057 -7.345 -1.866
C -23.682 -7.317 -0.415
C -24.804 -8.413 -0.214
N -24.306 -5.998 -0.193
H -21.268 -7.980 -3.815
H -22.958 -8.532 -4.152
H -21.555 -9.615 -3.952
H -22.344 -6.521 -1.892
H -23.851 -7.067 -2.560
H -22.913 -7.356 0.357
H -24.393 -9.422 -0.242
H -25.532 -8.353 -1.023
H -25.220 -8.250 0.780
H -24.515 -6.085 0.791
H -25.194 -5.977 -0.674
C -28.579 -3.468 -6.637
O -27.474 -4.348 -6.584
C -27.196 -4.957 -7.841
C -25.796 -5.710 -7.677
C -24.650 -4.810 -7.172
N -25.463 -6.428 -8.930
H -29.503 -4.040 -6.550
H -28.630 -2.916 -7.575
H -28.499 -2.753 -5.818
H -27.946 -5.677 -8.169
H -27.084 -4.164 -8.580
H -25.984 -6.391 -6.846
H -23.705 -5.345 -7.074
H -24.737 -4.472 -6.139
H -24.509 -3.900 -7.755
H -26.155 -7.125 -9.165
H -25.592 -5.748 -9.665
C -28.871 -9.991 -4.752
C -28.187 -11.204 -5.432
C -28.207 -12.439 -4.481
O -28.815 -11.587 -6.661
H -28.213 -9.676 -3.942
H -29.856 -10.254 -4.366
H -28.992 -9.146 -5.430
H -27.206 -10.811 -5.699
H -27.480 -12.230 -3.696
H -27.995 -13.316 -5.094
H -29.209 -12.578 -4.076
H -29.675 -11.982 -6.503
C -24.187 -16.377 -5.100
C -22.757 -16.009 -4.663
C -22.457 -14.529 -4.460
O -22.589 -16.629 -3.401
H -24.881 -16.017 -4.341
H -24.372 -17.444 -5.225
H -24.372 -15.993 -6.104
H -22.035 -16.438 -5.358
H -22.980 -14.114 -3.599
H -22.779 -14.000 -5.356
H -21.379 -14.369 -4.417
H -21.825 -16.240 -2.969
C -22.586 -15.594 -15.564
C -21.959 -15.347 -14.224
C -20.968 -16.398 -13.727
O -21.302 -14.127 -14.265
H -22.815 -16.660 -15.564
H -21.832 -15.501 -16.345
H -23.413 -14.917 -15.776
H -22.695 -15.322 -13.421
H -21.381 -17.395 -13.573
H -20.495 -16.068 -12.801
H -20.173 -16.571 -14.452
H -20.862 -14.025 -13.418
O -20.265 -4.513 -12.859
C -21.289 -4.014 -12.084
C -22.189 -2.980 -12.750
O -21.506 -1.768 -13.085
H -19.639 -3.820 -13.081
H -21.904 -4.881 -11.846
H -20.932 -3.598 -11.142
H -23.056 -2.786 -12.119
H -22.658 -3.423 -13.628
H -21.417 -1.344 -12.228
O -27.555 -9.440 -12.374
C -28.395 -10.308 -11.641
C -29.755 -9.657 -11.392
O -30.478 -9.389 -12.598
H -26.928 -9.974 -12.866
H -28.432 -11.252 -12.184
H -27.926 -10.483 -10.672
H -29.712 -8.717 -10.842
H -30.425 -10.221 -10.743
H -31.176 -8.782 -12.342
O -23.849 -10.596 -14.544
C -23.450 -9.436 -15.306
C -22.318 -8.740 -14.555
O -21.820 -7.717 -15.342
H -23.135 -11.214 -14.374
H -23.184 -9.728 -16.322
H -24.302 -8.758 -15.363
H -21.495 -9.366 -14.208
H -22.779 -8.246 -13.700
H -21.461 -7.067 -14.733
O -21.740 -9.451 -9.056
C -22.138 -10.784 -9.378
C -21.017 -11.803 -9.270
O -20.256 -11.686 -10.480
H -22.456 -8.813 -9.088
H -22.957 -11.037 -8.704
H -22.654 -10.823 -10.337
H -21.488 -12.779 -9.154
H -20.386 -11.641 -8.396
H -19.900 -10.795 -10.508
```

## Properties
HOMO energy: -9.0 eV
LUMO: 0.1 eV
SMILES: COC[C@H](C)N.COC[C@H](C)N.COC[C@H](C)N.COC[C@H](C)N.COC[C@H](C)N.CC(C)O.CC(C)O.CC(C)O.OCCO.OCCO.OCCO.OCCO

=====

Record 5
A molecular structure, C17H36GeN4O4RhS2Si3, computed with ωB97M-V/def2-TZVPD.

The geometry in XYZ format:
```
68
C17H36GeN4O4RhS2Si3 ωB97M-V/def2-TZVPD
Rh 0.078 -1.362 0.522
C 2.012 -5.284 0.890
C 1.399 -3.922 1.024
N 1.417 -3.016 0.022
N 1.768 -3.544 -1.196
C 2.242 -2.864 -2.163
N 2.605 -3.547 -3.321
S 2.767 -1.185 -2.396
C 0.827 -3.539 2.258
C 0.865 -4.344 3.430
C 0.403 -3.849 4.615
C -0.114 -2.538 4.677
C -0.177 -1.821 3.509
N 0.244 -2.304 2.337
H 2.325 -5.466 -0.131
H 1.301 -6.061 1.179
H 2.885 -5.382 1.541
H 2.334 -4.518 -3.301
H 2.368 -3.077 -4.181
H 1.276 -5.341 3.376
H 0.443 -4.459 5.508
H -0.458 -2.102 5.602
H -0.576 -0.814 3.471
O -0.110 1.138 -1.368
S 0.175 -0.321 -1.451
O -0.162 -0.898 -2.726
O 1.869 -0.284 -1.362
O 0.467 0.580 1.344
C -0.169 4.579 -3.069
Si -1.396 3.796 -1.873
C -2.543 2.640 -2.800
C -2.380 5.109 -0.948
Ge -0.186 2.008 0.635
Si 1.826 3.466 0.338
C 2.659 2.956 -1.257
C 2.843 2.982 1.833
C 1.360 5.285 0.387
Si -2.261 -1.753 0.322
C -3.210 -0.138 0.493
C -2.630 -2.526 -1.347
C -2.802 -2.952 1.666
H -0.700 5.275 -3.726
H 0.292 3.815 -3.694
H 0.623 5.132 -2.569
H -3.013 3.181 -3.626
H -3.336 2.261 -2.154
H -1.997 1.792 -3.209
H -2.924 5.739 -1.658
H -1.750 5.759 -0.344
H -3.113 4.647 -0.285
H 3.200 2.022 -1.110
H 3.369 3.733 -1.554
H 1.949 2.805 -2.065
H 2.868 1.896 1.926
H 2.429 3.396 2.752
H 3.865 3.352 1.724
H 0.475 5.509 -0.200
H 2.182 5.882 -0.016
H 1.181 5.613 1.411
H -2.927 0.579 -0.280
H -3.058 0.332 1.465
H -4.276 -0.354 0.379
H -2.539 -1.809 -2.161
H -3.652 -2.914 -1.334
H -1.955 -3.354 -1.566
H -2.642 -2.563 2.668
H -2.265 -3.897 1.586
H -3.869 -3.158 1.548
```

## Properties
2S+1: 6
HOMO energy (alpha / beta): -5.4 / -7.9 eV
LUMO (alpha / beta): 0.6 / -1.5 eV

=====

Record 6
C3H5N5O in the gas phase at a distorted geometry, computed with ωB97M-V/def2-TZVPD.

The geometry in XYZ format:
```
14
C3H5N5O ωB97M-V/def2-TZVPD
H -2.919 -1.671 -0.121
N -2.846 -0.597 -0.134
C -1.666 -0.176 -0.235
N -1.646 1.117 0.270
O -0.469 -0.755 -0.557
C 0.679 -0.218 -0.142
C 1.525 -1.243 0.154
N 2.708 -0.586 0.257
N 2.532 0.557 -0.222
N 1.293 0.965 -0.437
H -0.917 1.860 0.139
H -2.542 1.672 0.933
H 1.189 -2.247 0.595
H 3.079 1.323 -0.500
```

## Properties
HOMO energy: -9.0 eV
LUMO: 0.9 eV
SMILES: [H]/N=C(/N)Oc1cn[nH]n1

=====

Energy above the lowest of the compared OMol25 structures with the same formula, charge and spin: 120.79 0.00 31.25 47.93 91.03 80.74 (kcal per mole)